[1]
{"formula": "C53H45CdCl2GeN2O8PS", "method": "ωB97M-V/def2-TZVPD", "molar_mass_g_mol": 1156.92, "charge": -2, "homo_lumo_gap_ev": 4.997, "e_above_lowest_kj_mol": 291.3, "spin_multiplicity": 1, "homo_energy_ha": -0.0333, "symbols": ["Cd", "O", "C", "O", "C", "C", "C", "C", "C", "N", "C", "O", "O", "H", "H", "H", "H", "H", "O", "N", "C", "C", "C", "C", "C", "C", "C", "P", "C", "C", "C", "C", "C", "C", "C", "C", "C", "C", "C", "C", "H", "H", "H", "H", "H", "H", "H", "H", "H", "H", "H", "H", "H", "H", "H", "H", "Cl", "C", "Cl", "H", "H", "C", "Ge", "C", "C", "C", "C", "C", "C", "C", "C", "C", "C", "C", "C", "C", "C", "C", "C", "C", "C", "H", "H", "H", "H", "H", "H", "H", "H", "H", "H", "H", "H", "H", "H", "H", "C", "C", "C", "C", "C", "C", "C", "S", "O", "O", "O", "H", "H", "H", "H", "H", "H", "H"], "coordinates": [[-0.0161, 0.1918, 1.0802], [1.5506, 2.1615, -2.7242], [1.3313, 1.7205, -1.4036], [1.3493, 0.3817, -1.3406], [1.2275, 2.6258, -0.4347], [1.2943, 4.0820, -0.6445], [1.2387, 4.9540, 0.3716], [1.1032, 4.4702, 1.7629], [0.8526, 3.1206, 1.8615], [0.9079, 2.2195, 0.9084], [0.3544, 2.4591, 3.1835], [0.2617, 3.2226, 4.2706], [0.0195, 1.3105, 3.2605], [1.3426, 1.4025, -3.2834], [1.4052, 4.4646, -1.6410], [1.2774, 6.0311, 0.1582], [1.0106, 5.2180, 2.5690], [0.6012, 4.0968, 4.0320], [0.4432, -1.5956, 4.4383], [1.4775, -1.5079, 3.5243], [2.5749, -1.7244, 4.1178], [3.9164, -1.8077, 3.4445], [4.9294, -2.0814, 4.3299], [6.2387, -2.2465, 3.9799], [6.5724, -2.1867, 2.6371], [5.5628, -1.8852, 1.7166], [4.2464, -1.6628, 2.0662], [3.0564, -1.0901, 0.7460], [3.0603, -2.6073, -0.3492], [2.6017, -2.4335, -1.6647], [2.4669, -3.5260, -2.5106], [2.7233, -4.7985, -2.0598], [3.1857, -4.9799, -0.7634], [3.3520, -3.8917, 0.0975], [4.2101, 0.0201, -0.1537], [4.9369, -0.2741, -1.3252], [5.6508, 0.7263, -1.9691], [5.6569, 2.0172, -1.4860], [4.9006, 2.3310, -0.3641], [4.1852, 1.3420, 0.2877], [-0.3753, -1.3276, 3.9074], [2.5755, -1.9237, 5.2047], [4.6465, -2.1735, 5.3838], [6.9651, -2.4586, 4.7487], [7.6085, -2.3310, 2.2791], [5.8793, -1.7962, 0.6905], [2.2933, -1.4414, -1.9852], [2.0598, -3.3908, -3.5132], [2.5081, -5.6713, -2.6524], [3.3502, -5.9693, -0.3371], [3.7155, -4.1115, 1.0758], [4.9332, -1.2626, -1.7420], [6.2127, 0.5094, -2.8722], [6.2037, 2.7648, -2.0517], [4.8553, 3.3828, -0.0688], [3.5193, 1.6176, 1.0941], [-0.3082, -3.3867, 0.4928], [-0.4153, -5.0857, 1.1153], [-2.0797, -5.7289, 1.2124], [-0.0131, -5.1047, 2.1051], [0.1409, -5.7157, 0.4372], [0.1825, -0.4905, -0.9288], [-1.3394, 0.0724, -2.0012], [-2.6889, -1.3795, -1.6894], [-3.1785, -1.6246, -0.4230], [-3.9631, -2.7252, -0.1066], [-4.2764, -3.6237, -1.1175], [-3.7936, -3.4051, -2.3997], [-3.0055, -2.3132, -2.6704], [-2.1512, 1.8945, -1.7435], [-3.1090, 2.1511, -0.7408], [-3.5747, 3.4415, -0.4770], [-3.0833, 4.5035, -1.2052], [-2.1589, 4.2750, -2.2138], [-1.7229, 2.9903, -2.5065], [-1.0286, -0.0329, -3.9459], [0.1766, -0.4886, -4.4482], [0.4079, -0.5481, -5.8295], [-0.5561, -0.1767, -6.7436], [-1.7826, 0.2556, -6.2471], [-1.9979, 0.3379, -4.8967], [-2.8638, -0.9646, 0.3750], [-4.2606, -2.8987, 0.9184], [-4.8519, -4.5232, -0.9088], [-3.9879, -4.1511, -3.1577], [-2.5781, -2.1929, -3.6537], [-3.4780, 1.3305, -0.1413], [-4.3553, 3.5967, 0.2704], [-3.3931, 5.5186, -0.9895], [-1.7206, 5.0858, -2.7898], [-0.9646, 2.8499, -3.2705], [0.9603, -0.8186, -3.7765], [1.4070, -0.8602, -6.1596], [-0.3791, -0.2597, -7.8043], [-2.5766, 0.5332, -6.9216], [-2.9657, 0.6923, -4.5629], [-6.8936, 3.4777, 2.0592], [-5.8842, 2.3791, 2.4135], [-6.2061, 1.0412, 2.2939], [-5.2795, 0.0726, 2.5909], [-4.0148, 0.4085, 3.0417], [-3.6950, 1.7499, 3.1814], [-4.6279, 2.7272, 2.8552], [-2.9198, -0.8926, 3.5296], [-3.5553, -2.1105, 3.1150], [-2.7599, -0.7677, 4.9685], [-1.6362, -0.6395, 2.8251], [-7.5143, 3.1753, 1.2046], [-6.3634, 4.3681, 1.7531], [-7.5714, 3.7105, 2.8823], [-7.1949, 0.7492, 1.9836], [-5.5420, -0.9601, 2.4786], [-2.7151, 2.0493, 3.5441], [-4.3110, 3.7448, 2.9358]], "forces_ev_per_a": [[-0.468, -0.541, 0.462], [0.074, 0.153, 0.460], [0.199, -0.132, -1.473], [0.807, -0.025, 0.119], [-0.518, 0.774, 1.390], [-0.006, -0.272, -0.155], [0.175, -0.012, 1.009], [-0.232, 0.937, -0.689], [-0.351, -0.426, 1.430], [0.511, 0.159, -1.020], [0.529, 0.603, -1.049], [0.198, 0.620, 0.261], [0.101, -0.345, -0.064], [0.041, -0.021, 0.078], [-0.066, -0.075, -0.407], [0.031, -0.465, 0.192], [-0.028, -0.622, -0.364], [-0.063, 0.029, 0.042], [-0.742, 0.350, -1.072], [-0.512, -0.124, 0.563], [0.912, -0.132, -0.477], [-1.128, 0.320, -0.658], [-0.313, -0.138, 1.516], [0.746, -0.301, -0.501], [0.253, 0.128, -0.289], [1.060, -0.170, 0.195], [-0.561, 0.017, 0.573], [0.089, -0.730, -0.086], [-0.054, 0.635, 0.171], [-0.057, -0.018, 0.218], [-0.446, 0.538, -0.415], [0.223, -0.582, 0.721], [-0.163, 0.088, 0.539], [-0.070, -0.210, -1.027], [0.013, 0.095, -0.809], [-0.151, 0.423, 0.703], [0.156, -0.415, -0.121], [-0.136, 0.155, -0.030], [0.432, 0.610, -0.286], [-0.082, 0.131, -0.066], [0.834, -0.104, 0.561], [-0.061, 0.120, -0.478], [0.192, 0.033, -0.275], [0.216, -0.007, 0.024], [-0.686, 0.073, 0.297], [-0.186, 0.041, -0.281], [0.136, -0.180, 0.019], [0.112, 0.086, 0.197], [0.060, -0.096, -0.352], [0.037, 0.051, -0.326], [0.124, 0.221, 0.678], [-0.055, -0.365, -0.045], [-0.075, -0.139, 0.021], [-0.083, 0.144, 0.230], [-0.170, -0.412, 0.181], [-0.013, -0.002, 0.172], [-0.112, -1.066, 0.255], [-0.241, 0.988, -0.658], [0.166, 0.123, -0.072], [0.204, 0.041, 0.487], [0.058, -0.055, -0.085], [-0.844, 0.255, -0.604], [-0.344, -0.729, 0.909], [0.344, 0.456, -0.341], [0.036, 0.315, 0.836], [-0.027, -0.202, -0.316], [-0.129, -0.065, 0.234], [-0.210, -0.584, 0.188], [0.343, 0.447, -0.383], [-0.580, 0.111, -0.072], [0.407, 0.065, -0.273], [-0.280, -0.575, 0.051], [0.179, 0.433, -0.263], [0.329, -0.054, -0.320], [0.095, -0.272, 0.503], [-0.245, 0.330, -0.434], [0.175, -0.107, -0.533], [0.923, -0.131, 0.191], [-0.135, -0.147, 0.358], [0.152, -0.052, -0.565], [-0.114, 0.037, 0.857], [-0.143, 0.030, 0.244], [0.008, 0.048, 0.046], [0.025, 0.137, 0.036], [-0.039, 0.006, -0.217], [-0.023, -0.020, -0.284], [-0.105, -0.134, 0.111], [0.334, -0.060, -0.090], [-0.098, 0.030, 0.027], [-0.203, 0.127, 0.135], [-0.076, 0.009, -0.034], [0.006, 0.011, 0.157], [-0.441, 0.006, -0.023], [0.057, 0.077, -0.161], [-0.138, 0.068, -0.196], [-0.037, 0.053, 0.163], [0.130, -0.881, -0.285], [-1.004, 1.040, -0.248], [-0.168, 0.207, 0.015], [0.095, -0.333, 0.034], [-0.211, 0.295, -0.043], [0.306, 0.083, 0.075], [0.722, -0.665, 0.196], [1.141, 0.048, 0.636], [-0.503, -0.669, -0.438], [-0.078, 0.242, -0.155], [-0.492, -0.187, 0.032], [0.119, -0.023, 0.198], [0.089, 0.379, 0.066], [0.110, 0.038, 0.087], [-0.231, -0.039, -0.202], [0.042, -0.404, 0.005], [-0.051, -0.162, -0.056], [-0.075, 0.615, 0.009]], "lowdin_charge": [1.360, 0.018, -0.444, -0.349, -0.229, -0.050, -0.122, -0.091, -0.300, -0.004, -0.454, 0.120, 0.006, 0.064, 0.093, 0.087, 0.072, 0.080, -0.079, -0.009, -0.122, -0.187, -0.095, -0.108, -0.084, -0.106, -0.293, 1.116, -0.358, -0.122, -0.087, -0.118, -0.114, -0.106, -0.365, -0.087, -0.105, -0.110, -0.080, -0.106, 0.044, 0.121, 0.106, 0.093, 0.103, 0.095, 0.069, 0.101, 0.088, 0.092, 0.090, 0.091, 0.093, 0.092, 0.106, 0.093, 0.556, -0.955, 0.483, 0.007, 0.004, -0.479, 0.880, -0.256, -0.146, -0.100, -0.123, -0.121, -0.121, -0.245, -0.094, -0.100, -0.123, -0.111, -0.123, -0.272, -0.114, -0.102, -0.116, -0.115, -0.117, 0.061, 0.081, 0.089, 0.086, 0.083, 0.081, 0.078, 0.086, 0.092, 0.091, 0.083, 0.098, 0.085, 0.089, 0.104, -0.056, -0.289, -0.051, -0.057, -0.260, -0.032, -0.068, 0.427, -0.330, -0.324, -0.480, 0.074, 0.058, 0.069, 0.106, 0.103, 0.115, 0.105]}

---

[2]
{"formula": "C53H46F3N2O3ReS2Sb", "method": "ωB97M-V/def2-TZVPD", "molar_mass_g_mol": 1188.06, "charge": 2, "homo_lumo_gap_ev": [7.247, 5.976], "e_above_lowest_kj_mol": 84.7, "spin_multiplicity": 4, "homo_energy_ha": [-0.4745, -0.4775], "symbols": ["Re", "O", "S", "O", "N", "C", "C", "C", "C", "C", "C", "C", "C", "N", "C", "C", "C", "C", "C", "C", "C", "H", "H", "H", "H", "H", "H", "H", "H", "H", "H", "H", "C", "C", "C", "C", "C", "C", "C", "Sb", "C", "C", "C", "C", "C", "C", "C", "C", "C", "C", "C", "C", "C", "C", "H", "H", "H", "H", "H", "H", "H", "H", "H", "H", "H", "H", "H", "H", "H", "H", "H", "H", "H", "H", "H", "C", "C", "C", "C", "C", "C", "C", "S", "C", "O", "H", "H", "H", "H", "H", "H", "H", "H", "H", "H", "F", "C", "F", "F", "C", "C", "C", "C", "C", "C", "C", "C", "H", "H", "H", "H"], "coordinates": [[-0.8147, -0.4206, 0.2336], [-4.5646, -0.3722, -0.4322], [-3.5199, 0.1359, 0.3959], [-2.5099, 1.0037, -0.2406], [-2.5461, -1.0398, 0.9659], [-2.6850, -2.2801, 1.4643], [-3.8452, -2.8723, 1.9402], [-3.7897, -4.1588, 2.4726], [-2.6091, -4.8613, 2.5333], [-1.4062, -4.2955, 2.0590], [-0.1543, -4.9443, 2.1016], [0.9531, -4.2861, 1.6216], [0.8249, -3.0012, 1.0899], [-0.3342, -2.3570, 1.0195], [-1.4452, -2.9904, 1.5102], [-4.2293, 0.9546, 1.7954], [-5.5843, 0.7984, 2.0261], [-6.1552, 1.4411, 3.1118], [-5.3641, 2.2194, 3.9440], [-4.0018, 2.3456, 3.7117], [-3.4215, 1.7065, 2.6283], [-4.7710, -2.3226, 1.9017], [-4.6965, -4.6020, 2.8545], [-2.5838, -5.8554, 2.9512], [-0.0782, -5.9363, 2.5199], [1.9251, -4.7534, 1.6438], [1.6918, -2.4729, 0.7177], [-6.1686, 0.1892, 1.3526], [-7.2107, 1.3295, 3.3042], [-5.8122, 2.7304, 4.7809], [-3.3901, 2.9353, 4.3757], [-2.3626, 1.7716, 2.4220], [3.8185, -2.0473, -1.0462], [4.3696, -0.7001, -1.4010], [5.7095, -0.5663, -1.7611], [6.2583, 0.6726, -2.0392], [5.4709, 1.8096, -1.9666], [4.1388, 1.6923, -1.6192], [3.5941, 0.4481, -1.3375], [1.4915, 0.6387, -0.8262], [1.7816, 2.2010, 0.6351], [0.9470, 3.3083, 0.6071], [1.1384, 4.3472, 1.5004], [2.1438, 4.2547, 2.4484], [2.9222, 3.1137, 2.5229], [2.7408, 2.0560, 1.6388], [3.5226, 0.7924, 1.8167], [1.0369, 1.5156, -2.7433], [0.8444, 2.8826, -2.8668], [0.6177, 3.4382, -4.1151], [0.5642, 2.6196, -5.2294], [0.7861, 1.2602, -5.1048], [1.0402, 0.6851, -3.8639], [1.3854, -0.7677, -3.7522], [4.4654, -2.8358, -1.4235], [2.8175, -2.1792, -1.4623], [3.7745, -2.1400, 0.0404], [6.3308, -1.4488, -1.8158], [7.2996, 0.7523, -2.3079], [5.8897, 2.7814, -2.1755], [3.5233, 2.5793, -1.5619], [0.1265, 3.3537, -0.0973], [0.5040, 5.2188, 1.4582], [2.2997, 5.0573, 3.1513], [3.6687, 3.0243, 3.2980], [3.9238, 0.7427, 2.8259], [4.3614, 0.7541, 1.1213], [2.8718, -0.0721, 1.6484], [0.9003, 3.5290, -2.0040], [0.4944, 4.5043, -4.2115], [0.3603, 3.0396, -6.2024], [0.7886, 0.6415, -5.9899], [1.0782, -1.3201, -4.6368], [0.9174, -1.2189, -2.8713], [2.4667, -0.8689, -3.6580], [-1.2755, -4.5365, -7.4760], [-1.3851, -3.5279, -6.3819], [-1.5173, -2.1677, -6.6566], [-1.6307, -1.2486, -5.6276], [-1.6187, -1.6867, -4.3120], [-1.5034, -3.0324, -4.0167], [-1.3801, -3.9410, -5.0508], [-1.9876, -0.4646, -3.0300], [-3.7744, -0.7869, -3.1945], [-1.5405, -1.1028, -1.7312], [-0.9274, -4.0768, -8.3977], [-2.2511, -4.9861, -7.6710], [-0.5980, -5.3383, -7.1895], [-1.5628, -1.8332, -7.6828], [-1.7387, -0.1943, -5.8410], [-1.5271, -3.3632, -2.9871], [-1.2957, -4.9940, -4.8307], [-3.9684, -1.8322, -2.9742], [-4.0400, -0.5696, -4.2235], [-4.3297, -0.1551, -2.5121], [1.4230, 2.4160, 8.9422], [1.6681, 3.2822, 7.9480], [1.0618, 4.4281, 8.2616], [2.9902, 3.5173, 7.9607], [1.2238, 2.7206, 6.6216], [0.3071, 3.3893, 5.8193], [-0.0880, 2.8250, 4.6210], [0.4287, 1.5867, 4.2214], [1.3575, 0.9272, 5.0405], [1.7524, 1.4928, 6.2325], [0.0590, 0.9666, 3.0087], [-0.1775, 0.3555, 1.9780], [-0.0947, 4.3398, 6.1415], [-0.7938, 3.3422, 3.9875], [1.7485, -0.0290, 4.7272], [2.4606, 0.9899, 6.8762]], "forces_ev_per_a": [[0.749, -0.439, 0.502], [0.050, 0.155, 0.263], [-2.060, -1.109, 1.582], [1.555, -0.066, 0.215], [-0.177, 2.474, -1.276], [-0.497, -2.107, 0.957], [0.783, 0.682, -0.404], [0.323, -0.577, 0.169], [-0.281, 0.091, 0.044], [0.002, 0.392, -0.169], [0.036, 0.422, -0.145], [-0.193, -0.177, 0.080], [0.158, 0.357, -0.147], [-0.036, 0.190, -0.370], [-0.996, -0.208, 0.271], [0.253, -0.172, -0.560], [-0.226, -0.141, -0.175], [0.079, -0.061, -0.023], [-0.045, -0.035, -0.036], [0.145, -0.105, -0.133], [0.211, 0.147, 0.091], [-0.176, 0.035, 0.014], [-0.053, -0.078, 0.008], [-0.013, -0.097, 0.052], [0.023, -0.114, 0.022], [0.082, 0.050, -0.018], [-0.010, 0.000, -0.045], [-0.140, 0.031, -0.011], [-0.084, 0.024, 0.011], [-0.049, 0.045, 0.114], [0.048, 0.078, 0.066], [0.043, 0.135, 0.084], [0.059, 0.082, -0.034], [-0.062, -0.099, 0.022], [-0.068, -0.006, 0.018], [-0.023, 0.009, 0.029], [0.081, -0.003, -0.005], [-0.200, 0.136, 0.010], [-0.391, -0.193, 0.094], [1.256, 0.918, -0.330], [-0.147, -0.186, -0.586], [0.038, -0.008, -0.156], [-0.060, 0.076, 0.137], [-0.015, 0.066, -0.080], [-0.084, -0.064, -0.018], [-0.021, 0.145, -0.169], [0.141, 0.123, -0.049], [-0.051, -0.013, 0.671], [0.008, 0.081, -0.028], [-0.030, 0.035, 0.004], [-0.036, 0.084, -0.039], [0.046, -0.043, 0.092], [-0.049, 0.047, -0.006], [0.137, 0.021, -0.062], [-0.072, -0.102, 0.011], [-0.034, -0.107, 0.014], [-0.038, -0.113, 0.103], [0.027, -0.089, -0.008], [0.112, -0.005, -0.039], [0.026, 0.096, -0.034], [-0.001, 0.135, -0.022], [-0.018, 0.116, -0.073], [-0.082, 0.099, 0.016], [0.047, 0.119, 0.072], [0.096, -0.012, 0.114], [-0.015, -0.116, 0.073], [0.016, -0.147, 0.003], [0.137, -0.121, 0.059], [-0.016, 0.059, 0.019], [-0.070, 0.142, -0.028], [0.037, 0.069, -0.091], [0.006, -0.139, -0.076], [-0.034, -0.076, 0.039], [0.006, -0.175, -0.076], [0.118, -0.092, 0.073], [-0.075, -0.076, -0.119], [0.013, 0.151, 0.158], [-0.072, -0.153, 0.119], [0.020, 0.205, 0.174], [0.067, 0.279, 0.024], [-0.025, 0.061, 0.351], [0.018, 0.111, -0.082], [-0.934, -0.212, -1.918], [0.162, 0.323, 0.470], [0.561, -0.701, 1.455], [0.037, -0.068, -0.053], [0.005, -0.007, -0.035], [0.046, -0.032, -0.087], [0.089, 0.058, -0.071], [-0.001, 0.114, -0.088], [0.043, -0.047, 0.058], [0.041, -0.129, 0.068], [0.110, -0.122, 0.032], [0.126, 0.074, -0.157], [0.048, 0.078, -0.125], [-0.076, -0.149, -0.012], [0.154, 0.081, 0.272], [-0.185, 0.128, -0.153], [0.087, -0.040, -0.160], [-0.042, -0.021, -0.075], [0.156, -0.079, 0.209], [-0.033, -0.248, -0.153], [0.213, 0.289, 0.640], [-0.124, 0.074, -0.100], [-0.045, 0.171, 0.100], [-0.030, -0.345, -0.249], [-0.690, -0.258, -1.081], [0.000, 0.005, -0.024], [-0.024, 0.032, -0.076], [0.054, -0.078, -0.004], [0.025, -0.044, -0.004]], "mulliken_spin": [2.413, 0.002, 0.040, 0.026, 0.028, -0.032, 0.055, -0.022, 0.047, -0.022, 0.029, -0.026, -0.015, 0.032, 0.036, 0.015, 0.002, -0.001, 0.002, -0.003, -0.008, 0.004, -0.001, 0.001, 0.000, 0.001, 0.027, 0.001, 0.000, 0.000, -0.001, 0.009, -0.009, 0.011, 0.000, 0.000, -0.001, -0.007, -0.007, 0.227, 0.004, -0.038, -0.002, -0.004, 0.005, 0.012, -0.011, -0.009, 0.013, 0.001, -0.001, 0.003, 0.006, -0.009, 0.000, 0.002, 0.000, 0.000, 0.000, 0.000, 0.001, 0.000, 0.000, -0.001, -0.001, -0.001, 0.000, 0.006, 0.001, 0.000, 0.000, 0.000, 0.000, 0.003, 0.000, 0.000, 0.000, 0.000, 0.000, -0.002, 0.002, 0.001, 0.008, 0.003, 0.034, 0.000, 0.000, 0.000, 0.000, 0.000, -0.004, 0.000, 0.000, 0.000, -0.001, 0.001, -0.002, 0.000, 0.001, 0.032, -0.013, 0.055, -0.020, 0.045, -0.015, 0.192, -0.159, 0.001, 0.001, 0.001, 0.000]}